(1)
6
Properties=species:S:1:pos:R:3 method="wB97M-V/def2-TZVPD" homo_lumo_gap_ha=0.2309 e_tot_ha=-753.8668 relative_energy_kj_mol=100.9 charge=-1 fmax_ha_per_bohr=0.0562 e_homo_ev=-3.266
N -0.60788 -2.14434 0.60532
O 0.62068 2.00337 -1.56378
O -0.07999 -0.98938 0.21538
O -1.59602 -2.64862 0.06775
O 0.70128 2.27959 0.91767
S 0.96193 1.49938 -0.24235



(2)
7
Properties=species:S:1:pos:R:3 method="wB97M-V/def2-TZVPD" homo_lumo_gap_ha=0.2649 e_tot_ha=-772.3282 smiles="O=[N+]([O-])P(=O)([O-])[O-]" relative_energy_kj_mol=60.7 charge=-2 fmax_ha_per_bohr=0.0703 e_homo_ev=0.169
N -0.76954 0.72913 0.24172
O 1.88832 0.22860 -0.43708
O -0.00554 -1.27171 -1.39898
O -0.93292 1.55618 -0.61400
O -1.49335 0.77930 1.27056
O 0.65628 -1.38001 1.09819
P 0.65675 -0.64149 -0.16041



(3)
7
Properties=species:S:1:pos:R:3 method="wB97M-V/def2-TZVPD" homo_lumo_gap_ha=0.2209 e_tot_ha=-772.2470 smiles="O=NOP(=O)([O-])[O-]" relative_energy_kj_mol=273.8 charge=-2 fmax_ha_per_bohr=0.1610 e_homo_ev=0.996
N 0.86171 -1.05002 0.98137
O 1.86737 -1.79958 0.91325
O -1.82725 0.21809 -1.32438
O -1.07661 1.18404 1.01744
O 0.73330 1.53368 -1.09666
O 0.25448 -0.74282 -0.15465
P -0.81300 0.65659 -0.33638



(4)
9
Properties=species:S:1:pos:R:3 method="wB97M-V/def2-TZVPD" homo_lumo_gap_ha=0.3286 e_tot_ha=-1302.4874 relative_energy_kj_mol=168.6 charge=-1 fmax_ha_per_bohr=0.0943 e_homo_ev=-5.236
N -0.34381 -1.32797 -0.81939
O -0.91388 0.34117 1.36253
O -1.20995 -2.10282 -0.50719
O 2.78823 0.33501 -0.18302
O 1.03438 -1.09989 0.32048
O 0.46542 1.42715 -0.37166
O -1.87506 1.28842 -0.70169
S 1.56783 0.42281 0.55951
S -0.81841 0.46853 -0.09178